1.
{
  "formula": "C4H5F4N3O15S4V",
  "method": "ωB97M-V with the def2-TZVPD basis set",
  "e_lumo_ev": [3.556, 3.559],
  "charge": -2,
  "spin_multiplicity": 2,
  "homo_lumo_gap_ev": [6.219, 6.221],
  "homo_energy_ev": [-2.66, -2.66],
  "e_tot_ha": -4384.52809,
  "species": ["V", "S", "S", "S", "S", "F", "F", "F", "F", "O", "O", "O", "O", "O", "O", "O", "O", "O", "O", "O", "O", "O", "O", "O", "N", "N", "N", "C", "C", "C", "C", "H", "H", "H", "H", "H"],
  "coordinates": [[-5.909, -28.675, 15.523], [-1.956, -30.231, 18.680], [-3.949, -31.094, 17.843], [-8.363, -26.224, 15.516], [-8.045, -27.197, 13.334], [-1.226, -29.493, 19.933], [-5.432, -31.365, 18.447], [-7.162, -25.579, 16.471], [-7.386, -28.570, 12.792], [-7.953, -28.003, 19.012], [-4.681, -27.743, 15.521], [-3.534, -32.479, 17.615], [-6.299, -28.332, 17.642], [-8.922, -29.998, 16.742], [-8.822, -25.060, 14.792], [-8.561, -32.085, 16.074], [-4.302, -30.206, 16.705], [-1.210, -31.447, 18.627], [-1.742, -29.296, 17.585], [-9.458, -27.566, 13.370], [-7.110, -30.541, 15.760], [-9.241, -26.883, 16.460], [-7.556, -26.223, 12.416], [-5.953, -28.124, 19.890], [-3.325, -30.275, 19.276], [-7.215, -27.275, 14.675], [-4.765, -29.552, 13.522], [-6.725, -28.148, 18.802], [-4.767, -29.834, 12.360], [-8.255, -30.898, 16.213], [-4.751, -30.179, 10.904], [-4.205, -29.445, 10.312], [-5.821, -30.308, 10.741], [-6.916, -31.436, 15.471], [-4.313, -31.150, 10.676], [-6.794, -27.842, 20.257]],
  "atomic_forces_ev_per_a": [[0.8779, 0.5262, 3.5822], [7.5129, 3.0600, -0.1260], [-5.3134, -0.9128, 0.0391], [1.0539, 0.9262, 6.0309], [-0.7261, -3.3906, -3.6930], [-0.4211, 0.0608, -0.1880], [1.2553, 0.5386, -0.0659], [-1.3671, -0.7629, -1.2172], [0.0307, -0.1225, -0.5051], [0.7541, 0.4933, 0.8929], [-0.5283, -0.3882, -0.2902], [0.0282, 2.7919, -0.0328], [2.3648, -0.5051, -2.8352], [0.1586, 0.1219, -0.3462], [0.7312, -1.5787, -0.2074], [0.6265, -1.8470, -0.8030], [1.2990, -1.8085, 1.6946], [0.1880, -0.5069, -0.2212], [-0.2628, -0.9391, 0.8055], [2.1638, 1.2674, 0.3163], [5.8303, 1.2032, -2.8394], [1.6546, 0.8925, -2.4297], [-0.4000, 0.1531, 0.1158], [1.0535, 0.1332, -0.5282], [-4.4530, -2.2417, -2.4840], [-3.3652, 2.4056, 1.4057], [-0.8848, -1.3789, -5.1439], [-3.5025, -0.6611, -2.9132], [0.9639, 0.9219, 4.4340], [-7.7295, 1.4446, 4.0363], [-0.3492, -0.2586, 1.3697], [-0.5890, 0.2286, 0.1058], [-0.0057, 0.4907, -0.8582], [1.6310, -0.7585, -0.8028], [0.1833, -0.0285, 0.5763], [-0.4637, 0.4297, 3.1255]],
  "lowdin_spin": [1.135, 0.000, 0.000, 0.003, 0.002, 0.000, 0.000, 0.001, 0.004, 0.008, -0.201, 0.000, 0.025, 0.000, 0.001, 0.000, 0.001, 0.000, 0.000, 0.000, 0.002, 0.003, 0.001, 0.000, 0.000, 0.007, 0.003, 0.003, 0.003, 0.000, 0.000, 0.000, 0.000, 0.000, 0.000, 0.000]
}

***

2.
{
  "formula": "C4H7N3",
  "method": "ωB97M-V with the def2-TZVPD basis set",
  "e_lumo_ev": 0.706,
  "charge": 0,
  "homo_lumo_gap_ev": 10.327,
  "homo_energy_ev": -9.62,
  "e_tot_ha": -320.84886,
  "species": ["N", "N", "N", "C", "C", "C", "C", "H", "H", "H", "H", "H", "H", "H"],
  "coordinates": [[0.853, 0.463, -0.399], [-2.730, 0.491, -0.444], [-0.165, 2.228, -1.527], [-1.593, 0.686, -0.539], [-0.238, 1.151, -0.844], [0.814, -0.930, 0.042], [-0.390, -1.214, 0.939], [-0.325, -0.633, 1.865], [-0.470, -2.277, 1.150], [-1.344, -0.978, 0.478], [-1.114, 2.566, -1.678], [0.835, -1.611, -0.821], [1.732, -1.111, 0.613], [1.715, 0.797, -0.820]],
  "atomic_forces_ev_per_a": [[-0.2408, 0.1199, -0.1078], [0.9874, 0.3291, -0.1640], [-0.0054, -0.1278, 0.1321], [-1.2332, 0.1800, -0.1867], [0.0376, 0.2054, -0.2025], [-0.0770, -0.1843, 0.0779], [0.0583, -0.2056, 0.1174], [0.0233, -0.2207, -0.0837], [0.3584, -0.0851, 0.2572], [0.3555, -0.2907, 0.1522], [0.2579, 0.1973, -0.1640], [-0.1046, 0.0849, 0.1403], [-0.1531, 0.0538, -0.1442], [-0.2644, -0.0561, 0.1759]],
  "mulliken_charge": [-0.257, -0.437, -0.740, 0.223, 0.579, -0.292, -1.191, 0.293, 0.363, 0.350, 0.259, 0.267, 0.301, 0.284]
}

***

3.
{
  "formula": "C6H12O",
  "method": "ωB97M-V with the def2-TZVPD basis set",
  "e_lumo_ev": 0.946,
  "charge": 0,
  "homo_lumo_gap_ev": 9.623,
  "homo_energy_ev": -8.68,
  "e_tot_ha": -310.92305,
  "species": ["O", "C", "C", "C", "C", "C", "C", "H", "H", "H", "H", "H", "H", "H", "H", "H", "H", "H", "H"],
  "coordinates": [[3.561, 4.014, -2.960], [-0.406, -1.975, 0.096], [-2.931, 0.720, 1.176], [0.186, -0.846, 0.515], [0.555, -3.177, 0.078], [-0.428, 0.376, 1.270], [-1.735, 0.870, 0.654], [0.346, 1.249, 0.929], [-0.408, 0.357, 2.414], [0.367, -3.797, 0.929], [-1.463, -2.088, 0.073], [4.438, 4.390, -2.824], [0.389, -3.659, -0.882], [-3.177, 0.269, 2.137], [3.505, 4.334, -3.893], [1.556, -2.732, 0.141], [-3.709, 0.725, 0.371], [-1.730, 1.511, -0.345], [1.083, -0.539, 0.122]],
  "atomic_forces_ev_per_a": [[0.5395, 0.8859, -1.6850], [2.0476, 0.1768, 1.7907], [-1.6589, -1.1120, -1.3136], [-3.6570, 1.0922, 0.8635], [-0.7705, 1.7832, -2.0971], [1.6302, 2.9905, -1.7949], [1.0592, 1.0955, -0.8853], [-1.5441, -1.7897, 1.3339], [-0.1946, -0.4149, -1.6886], [-0.1347, -0.4950, 0.3202], [-0.7811, -0.3163, 0.4551], [0.2291, -0.2234, 0.9039], [0.4351, -0.8527, 0.1396], [0.2520, -0.0005, -0.2229], [-0.7698, -0.6645, 0.7831], [-0.0773, -0.5520, -0.0691], [-0.0153, 0.7989, 1.3679], [0.4951, -1.9737, 1.8685], [2.9154, -0.4281, -0.0699]],
  "mulliken_charge": [-0.637, -0.077, -0.699, -0.453, -0.989, -0.574, -0.088, 0.193, 0.310, 0.263, 0.441, 0.316, 0.301, 0.298, 0.321, 0.287, 0.239, 0.211, 0.337]
}

***

4.
{
  "formula": "C33H33BClF4N3Ti",
  "method": "ωB97M-V with the def2-TZVPD basis set",
  "e_lumo_ev": -7.272,
  "charge": 2,
  "homo_lumo_gap_ev": 6.428,
  "homo_energy_ev": -13.70,
  "e_tot_ha": -3175.34669,
  "species": ["Ti", "Cl", "F", "F", "F", "F", "N", "N", "N", "C", "C", "C", "C", "C", "C", "C", "C", "C", "C", "C", "C", "C", "C", "C", "C", "C", "C", "C", "C", "C", "C", "C", "C", "C", "C", "C", "C", "C", "C", "C", "C", "C", "B", "H", "H", "H", "H", "H", "H", "H", "H", "H", "H", "H", "H", "H", "H", "H", "H", "H", "H", "H", "H", "H", "H", "H", "H", "H", "H", "H", "H", "H", "H", "H", "H", "H"],
  "coordinates": [[0.413, -0.259, 0.003], [-2.120, 4.555, -5.337], [-1.076, -3.632, -2.349], [-1.240, -1.813, -3.638], [-0.824, -1.094, -0.965], [-2.920, -2.362, -2.190], [1.661, -0.357, -1.878], [1.563, -1.988, 0.042], [1.595, -0.274, 1.922], [-0.102, 1.654, -0.488], [1.923, -3.901, 1.319], [1.940, -2.075, -3.555], [2.454, -0.817, 4.479], [-0.681, 2.319, -1.664], [-1.722, 0.539, 3.308], [2.023, -4.604, 0.114], [1.841, 0.752, 2.747], [-1.106, 1.024, 4.583], [2.262, 0.487, 4.053], [-1.890, 2.319, -3.751], [-1.860, -2.740, 1.385], [2.130, -1.082, -4.510], [1.701, -1.660, -2.263], [1.935, -3.964, -1.113], [-1.983, -1.260, 1.693], [-1.419, 1.644, -2.648], [-1.435, -0.733, 2.860], [-1.096, 4.392, -2.828], [-3.991, 1.729, 0.507], [2.246, -1.852, 3.582], [1.980, 0.597, -2.774], [1.713, -2.598, -1.123], [2.203, 2.032, -2.423], [1.840, -1.541, 2.316], [-1.707, 3.704, -3.878], [-2.822, -0.444, 0.949], [1.728, -2.542, 1.233], [-3.116, 0.853, 1.352], [-2.566, 1.331, 2.543], [2.142, 0.235, -4.117], [1.614, 2.147, 2.268], [-0.563, 3.699, -1.755], [-1.744, -2.577, -2.722], [-0.409, 1.833, 4.353], [2.010, 2.302, -1.390], [-4.978, 1.834, 0.964], [-1.555, 0.573, -2.585], [1.817, 2.832, 3.089], [3.261, 2.212, -2.635], [-0.040, 4.258, -0.983], [2.319, -1.318, -5.557], [1.976, -3.131, -3.808], [2.192, -5.670, 0.142], [0.593, 2.333, 1.943], [-1.834, 1.455, 5.260], [-4.114, 1.306, -0.499], [-2.386, 1.798, -4.566], [2.089, -4.495, -2.023], [-0.943, -3.172, 1.786], [-2.798, 2.347, 2.853], [2.765, -1.005, 5.494], [-1.873, -2.935, 0.312], [2.470, 1.353, 4.675], [2.477, -2.871, 3.847], [2.256, 2.397, 1.429], [-3.555, 2.723, 0.414], [-3.238, -0.804, 0.023], [-0.569, 0.235, 5.094], [0.532, 2.366, 0.032], [2.364, 1.035, -4.819], [2.063, -4.395, 2.275], [-2.680, -3.293, 1.851], [-0.907, 1.267, 0.215], [1.613, 2.700, -3.066], [-1.017, 5.466, -2.892], [-0.826, -1.376, 3.480]],
  "atomic_forces_ev_per_a": [[-0.1940, 0.4414, -0.4541], [-0.0550, -0.4054, 0.5992], [0.6995, -0.8585, 0.3615], [0.3025, 0.9067, -0.8719], [0.3029, 0.1249, 0.1778], [-0.3740, 0.2818, -0.0017], [-0.0183, 0.6986, 0.1840], [-0.0482, 1.0999, -0.2353], [-0.4250, 0.2684, -0.7186], [0.0867, -0.3514, -0.1474], [0.3188, -0.3608, -0.0869], [-0.1659, 0.1335, 0.2438], [-0.1649, 0.5890, -0.0017], [-0.6403, -0.3347, 0.0556], [-0.0299, 0.3348, 0.1128], [-0.1953, -0.0836, 0.2393], [-0.3244, -0.5141, 0.3865], [0.0696, 0.5168, -0.1829], [0.2337, 0.4126, -0.2774], [-0.3160, 0.4857, -0.8911], [0.1553, 0.1383, -0.0797], [0.0514, 0.0977, -0.5094], [0.5341, -0.4451, -0.1289], [0.1842, 0.2427, 0.2354], [0.0091, -0.5776, 0.2022], [0.4407, -0.0395, 0.1974], [0.2560, -0.6255, -0.1270], [-0.0780, 0.0948, -0.4396], [-0.0887, -0.1234, -0.2276], [0.3141, -0.1540, 0.2215], [-0.7987, -0.4742, -0.1951], [-0.3261, -0.4762, 0.2691], [0.1873, 0.1164, -0.1326], [-0.2833, -0.1407, -0.1922], [0.3685, -0.2470, 0.3917], [-0.0444, 0.3603, -0.2516], [0.2306, -0.3256, 0.2139], [0.1198, 0.0723, 0.0676], [-0.0798, 0.1416, -0.2060], [0.4235, 0.3363, 0.0376], [0.0130, 0.2371, 0.3814], [-0.0813, 0.4253, -0.1883], [-0.6980, -0.2909, 0.4851], [0.1373, 0.0248, 0.1272], [0.1382, -0.2268, -0.0528], [0.0261, 0.0426, -0.0821], [-0.0405, -0.0140, 0.0057], [0.0767, 0.1134, -0.1395], [-0.0115, 0.1987, 0.0549], [-0.0476, -0.0473, -0.0370], [-0.1308, -0.0864, 0.2812], [-0.0010, 0.2320, 0.0482], [0.0336, -0.0546, -0.0135], [-0.1473, -0.2099, 0.3082], [-0.2377, -0.0378, 0.1269], [-0.0373, 0.1489, 0.2856], [0.0431, -0.0375, 0.2165], [0.0108, -0.4109, -0.4512], [0.0843, 0.0586, 0.1017], [-0.0015, -0.0719, 0.0752], [0.1065, -0.1065, 0.1138], [-0.1543, -0.0098, 0.0519], [-0.0465, -0.3341, 0.1600], [-0.0990, -0.0858, 0.1026], [0.2888, -0.0108, -0.0246], [-0.0754, 0.0951, -0.0304], [-0.1632, -0.1697, -0.1328], [0.0643, -0.1260, 0.1201], [-0.0032, -0.1504, 0.1645], [-0.0684, -0.2414, 0.0049], [-0.0585, 0.0053, -0.2191], [-0.0263, 0.1149, -0.1101], [0.0092, -0.0584, 0.1611], [0.2101, -0.2802, 0.1224], [0.1214, 0.1193, 0.0350], [0.1279, -0.1121, 0.1090]],
  "mulliken_charge": [-0.880, -0.161, -0.131, -0.128, 0.189, -0.200, 0.862, 0.468, 1.009, -0.997, -0.774, -0.524, -1.055, 0.786, 0.501, -1.181, 0.837, -1.684, -0.857, -0.918, -1.210, -0.888, 1.022, -0.487, -0.411, 0.102, 0.141, -0.750, -1.758, -0.578, 1.102, -0.102, -1.571, 1.091, 0.032, 0.175, -0.304, 0.092, -0.044, -0.905, -1.631, -0.629, 0.401, 0.206, 0.025, 0.442, 0.305, 0.555, 0.586, 0.429, 0.497, 0.459, 0.493, 0.257, 0.525, 0.346, 0.485, 0.535, 0.219, 0.512, 0.498, 0.077, 0.537, 0.478, 0.396, 0.373, 0.523, 0.336, 0.466, 0.517, 0.540, 0.474, 0.428, 0.380, 0.469, 0.583]
}